C4H2ClN | ωB97M-V with the def2-TZVPD basis set

XYZ file:
```
8
Properties=species:S:1:pos:R:3:forces:R:3:lowdin_charge:R:1
N 3.733791 -0.850979 -0.004108 -3.150 0.813 0.024 0.129
C 2.593888 -0.560357 0.003338 -1.064 0.244 0.011 -0.182
C 1.126931 -0.188763 0.012117 2.589 -0.684 -0.151 0.022
C -0.049776 0.100876 -0.018845 1.602 -0.005 0.261 -0.121
C -1.457189 0.459871 -0.003423 -0.393 0.336 0.821 -0.591
Cl -2.432361 -1.024460 0.000661 -0.319 -0.320 0.047 0.571
H -1.764072 1.056467 0.897900 0.589 -0.579 -0.824 0.101
H -1.751211 1.007346 -0.887641 0.146 0.195 -0.190 0.072
```
Forces are in eV/Å.

Values from the calculation:
HOMO energy in eV: -11.0
Relative energy (zero: lowest compared OMol25 entry of this formula, charge and spin) in kJ/mol: 26.2
SMILES string: N#CC#CCCl
Strongest force on any atom in hartree/bohr: 0.0633